Computed, not measured: an isolated ion of composition C6H11N3O and charge +2 in a non-equilibrium geometry, with ωB97M-V/def2-TZVPD.

Structure (XYZ):
```
21
Properties=species:S:1:pos:R:3:lowdin_charge:R:1
C 3.74955 -0.55257 0.22690 0.0891
N 2.47721 0.14111 0.01050 -0.0184
C 2.12550 1.44267 0.05121 0.0872
N 0.99106 1.83449 0.09620 0.3109
C 0.24285 0.31352 0.06320 0.0400
C -1.21064 0.26399 0.25231 -0.4825
C -1.52572 -0.64841 -1.09954 0.1297
C -1.98865 1.63828 0.28720 0.0467
O -1.45640 -0.40258 1.41021 0.1083
N 1.24384 -0.47839 0.16775 0.2499
H 4.01229 -0.46715 1.32264 0.1482
H 3.40415 -1.58163 0.21718 0.1126
H 4.50603 -0.22336 -0.41482 0.1071
H -1.57316 -1.76608 -0.76897 0.1661
H -0.95748 -0.48130 -1.93753 0.0740
H -2.48100 -0.23202 -1.30867 0.1002
H -1.53139 2.17470 1.05572 0.0744
H -3.06446 1.65218 0.54289 0.1283
H -1.99961 2.00616 -0.82407 0.1551
H -2.01057 0.07550 2.08300 0.1867
H 1.15499 -1.43021 0.09554 0.1864
```

## Properties
LUMO (alpha / beta) = -11.98 / -13.52 eV
ΔE to the lowest compared entry with this formula, charge and spin = 845.5 kJ/mol
SMILES string = Cn1c#[n+]c(C(C)(C)O)[nH+]1
energy = -473.76158 Eh
total charge = +2
maximum force = 0.0833 hartree/bohr